# 1
Formula: C31H33ClDyN2O2Si2
Source: the Open Molecules 2025 dataset
Level of theory: wB97M-V/def2-TZVPD

XYZ file:
```
72
Properties=species:S:1:pos:R:3:forces:R:3
C -3.224350 -0.002684 2.787905 0.253 -0.482 -0.296
C -3.181299 0.046860 1.369116 0.421 -0.271 0.102
C -2.420191 -1.075810 0.916513 -0.125 -0.110 0.320
H -3.637779 0.796154 0.724644 -0.028 -0.215 0.299
C -1.965392 -1.799262 2.052432 -1.003 0.286 0.143
C -2.503113 -1.152919 3.211529 0.012 0.141 -0.614
H -2.470569 -1.528793 4.236203 0.253 0.288 -0.334
H -3.775396 0.681832 3.432789 0.300 -0.184 -0.202
H -2.262195 -1.392745 -0.109403 -0.082 -0.001 0.173
H -1.460489 -2.759533 1.985420 -0.018 0.340 0.224
Dy -0.555554 0.447618 1.810458 0.414 -0.977 2.848
Si -0.724408 0.535003 -1.213298 -0.007 -0.643 -5.587
C -0.741849 1.900236 -2.528077 -0.128 -0.200 0.456
C 0.199793 1.939781 -3.553686 0.177 0.474 -0.533
H 0.926793 1.132874 -3.666828 -0.099 0.305 0.108
C 0.197712 2.988393 -4.486301 -0.172 -0.319 0.157
H 0.957707 3.011571 -5.278358 -0.427 0.026 0.339
C -0.805075 3.961594 -4.424373 -0.071 -0.178 0.146
H -0.865353 4.721762 -5.203078 0.077 -0.071 0.307
C -1.772438 3.913656 -3.411082 0.019 -0.242 0.007
H -2.571860 4.659079 -3.370752 0.310 -0.249 -0.062
C -1.732567 2.880214 -2.465486 0.104 0.339 -0.458
H -2.496169 2.792597 -1.691388 0.085 0.289 -0.139
C -0.779095 -0.912825 -2.500716 -0.682 -0.211 1.323
C -2.031831 -1.233202 -3.058570 0.609 0.063 -0.743
H -2.938260 -0.925011 -2.536496 0.121 0.046 -0.234
C -2.122061 -1.876950 -4.299931 0.214 -0.197 -0.014
H -3.098018 -2.045863 -4.747688 0.131 -0.136 0.150
C -0.964981 -2.259763 -4.998320 0.153 0.454 0.227
H -0.992625 -2.772392 -5.968118 -0.195 0.404 0.428
C 0.275948 -1.973730 -4.420170 0.204 -0.516 0.231
H 1.231264 -2.184502 -4.911589 -0.511 -0.287 -0.037
C 0.350898 -1.416183 -3.147637 0.245 -0.360 -0.896
H 1.444268 -1.424038 -2.746302 -2.377 0.447 -1.245
H -2.035298 0.777133 -0.584088 0.559 0.062 0.530
Si 2.674967 -1.356074 -1.567569 -1.104 2.935 2.631
C 1.905820 -2.502251 -0.316296 -0.178 -0.638 0.257
C 0.662368 -3.164543 -0.390373 0.260 -0.221 0.027
H 0.022193 -3.032962 -1.268476 0.218 -0.039 0.440
C 0.265704 -4.058525 0.614822 -0.201 0.154 0.059
H -0.693387 -4.580079 0.530844 0.320 0.250 -0.030
C 1.073094 -4.291501 1.729166 0.395 0.149 -0.411
H 0.748754 -4.957542 2.538948 0.179 0.205 -0.473
C 2.345449 -3.701300 1.766019 -0.223 0.246 0.232
H 3.015437 -3.963817 2.582946 -0.047 0.189 -0.150
C 2.748484 -2.788506 0.784653 -0.199 -0.357 -0.261
H 3.746560 -2.336505 0.826527 -0.381 -0.183 0.154
C 2.213768 0.413310 -1.270858 0.135 -2.003 0.506
C 0.954381 0.594666 -0.435376 -1.783 -0.526 0.465
H 0.968550 -0.209723 0.339474 0.516 0.058 0.265
C 0.642528 1.975956 0.045219 1.641 2.571 0.779
H -0.310860 2.275565 0.573931 0.638 0.038 -0.884
C 1.504115 3.033118 -0.218452 -2.303 -0.989 1.128
H 1.235043 4.011083 0.213599 0.312 -0.446 -0.543
C 2.629014 2.827556 -1.002668 1.477 -0.489 -0.972
H 3.254675 3.691875 -1.217219 0.049 -0.388 -0.016
C 2.969263 1.553325 -1.493201 0.142 1.575 0.370
H 3.906230 1.443563 -2.026233 -0.012 0.107 -0.129
H 3.921884 -1.821033 -1.993641 1.400 -0.262 -0.804
Cl 2.038828 0.819603 2.329664 0.370 -0.121 0.410
C 0.103159 3.031914 6.080039 0.055 -0.244 0.122
O 0.368228 1.597331 6.028190 -0.233 -0.171 -0.895
C 0.121183 0.930443 4.905388 -0.298 0.606 -1.108
O -0.530334 1.354989 3.908205 0.524 0.003 1.697
N 0.656607 -0.301194 4.912371 -0.282 -0.220 -0.218
N 0.486120 -1.126770 3.769354 0.416 -0.014 0.478
H 0.503620 3.340714 7.040961 0.093 -0.068 -0.044
H -0.972200 3.215363 6.095750 0.155 -0.029 -0.360
H 0.644056 3.542117 5.276846 -0.354 -0.157 0.076
H 1.323990 -0.530162 5.634377 -0.047 -0.100 -0.070
H 1.405942 -1.415644 3.412873 -0.235 0.444 0.096
H -0.009378 -1.964524 4.054911 -0.151 0.020 0.054
```
Forces are in eV/Å.

2S+1: 6
Kohn-Sham gap (spin up / spin down), eV: 5.00 / 5.53
Charge: +1
Highest occupied orbital energy (spin up / spin down), Eh: -0.319 / -0.329

Löwdin population analysis, charges in e, atoms 1 to 4: atom 1 (C): -0.15, atom 2 (C): -0.23, atom 3 (C): -0.30, atom 4 (H): 0.10



# 2
Formula: C18H25BrF3N2O8PS
Source: the Open Molecules 2025 dataset
Level of theory: wB97M-V/def2-TZVPD

XYZ file:
```
59
Properties=species:S:1:pos:R:3:forces:R:3
C 1.618862 -5.527696 -0.406326 0.073 -0.972 -1.154
P 1.042681 -4.356889 0.987851 -0.076 -0.200 1.364
O -0.724841 -4.435600 0.972213 1.699 2.892 -0.730
C 1.491796 -2.529778 0.662445 0.315 4.154 -2.376
C 1.214075 -1.679081 -0.711190 1.836 0.879 3.701
C 0.483848 -2.400555 -2.006283 0.585 0.597 1.244
O 0.547900 -1.388173 -3.111681 -4.701 -1.013 -0.949
C -0.768316 -1.228148 -3.749441 1.454 1.454 -1.210
F -0.509103 -0.503561 -5.049528 -1.127 -2.605 4.535
F -1.438779 -2.512456 -4.099934 1.945 4.568 1.545
F -1.595324 -0.312010 -2.927169 2.137 -3.538 -2.800
C 1.648876 -0.068302 -0.757986 1.309 -0.161 3.489
C 2.347010 0.719267 0.536751 -1.082 -2.567 -1.503
C 2.732374 2.346114 0.490106 -0.508 -1.502 0.512
C 1.759973 3.096342 1.620120 0.091 0.975 -0.050
C 0.578228 4.023694 0.945139 0.910 0.090 1.256
Br -0.471796 2.782386 -0.271041 0.461 1.177 0.659
C 2.657625 -0.104785 1.920062 -0.561 0.273 -1.044
N 3.272770 0.522855 3.159358 -2.707 -5.874 -3.273
S 3.288637 -0.883516 4.235258 -1.613 -0.184 -4.280
N 2.586224 -2.200817 3.298167 -0.263 3.742 -3.359
C 2.212166 -1.691741 1.916846 1.331 1.458 2.702
H 2.507300 -6.226065 -0.028603 -1.940 1.816 -0.465
H 2.008582 -5.001654 -1.376291 -0.970 -1.131 1.643
H 0.713636 -6.279621 -0.606758 1.888 1.785 0.175
H -0.983135 -3.448503 1.022099 0.258 -2.240 -0.067
H -0.612644 -2.644221 -1.678534 2.072 0.405 -0.854
H 1.045100 -3.343441 -2.413375 -1.106 1.817 1.110
H 1.477735 0.616076 -1.720766 0.319 -1.910 2.386
H 2.550528 2.784477 -0.596250 0.419 -1.027 2.378
H 3.883366 2.406194 0.798680 -2.643 0.007 -0.696
H 1.234212 2.330172 2.347191 1.296 1.499 -1.590
H 2.437298 3.839786 2.254568 -1.456 -1.649 -1.225
H 1.029787 4.948120 0.343044 -1.238 -2.211 1.201
H -0.163818 4.378775 1.810202 1.661 -0.717 -2.191
C 0.571810 8.300638 -1.906761 -0.088 -0.024 -0.557
O 0.802584 8.313224 -0.499372 -0.117 0.794 0.664
C 0.560147 9.508499 0.095533 -0.180 0.485 -0.224
O 0.176854 10.523616 -0.464501 0.579 -1.531 0.834
O 0.817987 9.378605 1.421370 -0.141 -0.130 -1.059
C 0.604611 10.567451 2.179896 -0.076 0.448 0.317
H 0.796945 7.296746 -2.277196 0.017 0.125 0.358
H -0.477237 8.521962 -2.127948 0.240 0.120 0.037
H 1.233741 9.010806 -2.412809 -0.244 -0.013 0.119
H -0.443185 10.879430 2.122056 0.238 0.033 -0.130
H 1.267860 11.368201 1.837174 -0.247 -0.105 -0.049
H 0.841135 10.348705 3.224839 0.018 -0.242 -0.308
C -5.372308 -8.976324 1.258818 -0.074 -0.435 0.255
O -5.225396 -7.731644 0.578120 0.875 0.333 -0.442
C -3.981411 -7.508963 0.083870 0.421 -0.202 0.013
O -3.026664 -8.264388 0.177693 -1.386 1.065 -0.148
O -3.983802 -6.300298 -0.532832 -0.273 -0.970 0.528
C -2.730576 -5.930913 -1.104866 0.582 0.052 -0.146
H -6.404771 -9.048780 1.611633 0.164 0.293 -0.200
H -5.181267 -9.812948 0.579134 0.132 0.159 0.169
H -4.707627 -9.021974 2.127547 -0.001 -0.059 -0.264
H -2.433895 -6.645850 -1.879073 -0.025 0.025 0.197
H -1.960327 -5.854845 -0.330600 -0.203 -0.126 -0.222
H -2.848042 -4.948605 -1.570668 -0.279 -0.181 0.176
```
Forces are in eV/Å.

Kohn-Sham gap, eV: 6.63
SMILES: CP(O)c1c(COC(F)(F)F)cc(CCCBr)c2nsnc12.COC(=O)OC.COC(=O)OC
Highest occupied orbital energy, Eh: -0.313

Löwdin population analysis, charges in e, atoms 1 to 4: atom 1 (C): -0.32, atom 2 (P): 0.88, atom 3 (O): -0.40, atom 4 (C): -0.27



# 3
Formula: C24H33N3O2
Source: the Open Molecules 2025 dataset
Level of theory: wB97M-V/def2-TZVPD

XYZ file:
```
62
Properties=species:S:1:pos:R:3:forces:R:3
C -8.719921 -1.245826 -1.622157 -0.078 0.064 -0.196
O -8.171191 -1.633169 -0.387225 0.210 -0.063 0.272
C -6.833528 -1.454843 -0.184910 0.066 -0.052 0.161
C -5.950978 -0.908331 -1.110294 -0.319 -0.015 -0.141
C -4.610464 -0.781531 -0.792166 0.081 -0.090 0.197
C -4.120790 -1.183544 0.441664 0.013 -0.039 -0.009
C -2.655828 -1.036845 0.750550 0.065 -0.018 -0.086
N -2.171931 0.284018 0.383195 0.027 -0.127 0.121
C -2.761416 1.317138 1.215353 -0.232 0.264 -0.151
C -2.383570 2.697632 0.689707 0.083 -0.104 0.317
C -0.866698 2.849053 0.660253 -0.152 -0.120 -0.347
C -0.281151 1.713422 -0.181186 -0.056 0.099 0.290
N 1.151224 1.874267 -0.368685 0.026 -0.002 -0.087
C 1.688304 1.179806 -1.523807 0.191 0.110 -0.134
C 3.109702 1.696132 -1.779846 -0.191 -0.201 -0.171
N 3.976781 1.496843 -0.640478 -0.021 0.395 -0.152
C 4.659636 0.293053 -0.477293 0.357 -0.268 0.072
C 5.621123 0.173679 0.529176 -0.205 0.067 -0.075
C 6.368725 -0.976796 0.696901 0.139 -0.311 0.052
C 6.191740 -2.058403 -0.155851 -0.099 -0.019 -0.138
O 6.872683 -3.245504 -0.084371 -0.249 0.124 -0.214
C 7.841891 -3.393037 0.920655 0.132 -0.016 0.141
C 5.252366 -1.947915 -1.176947 0.283 -0.166 0.203
C 4.501087 -0.802650 -1.333097 -0.078 0.134 0.036
C 3.397382 2.141492 0.519845 -0.246 -0.124 0.335
C 1.983844 1.607319 0.788232 0.243 0.208 0.077
C -0.725767 0.368332 0.417856 0.171 0.122 -0.335
C -5.009369 -1.722530 1.363462 0.014 0.035 -0.136
C -6.347021 -1.861186 1.057147 -0.233 -0.001 -0.141
H -8.599565 -0.171593 -1.797690 0.007 -0.046 -0.005
H -9.781071 -1.482576 -1.560678 0.068 0.037 -0.056
H -8.273968 -1.801672 -2.453600 -0.009 0.035 0.028
H -6.293344 -0.580859 -2.079523 -0.066 0.015 -0.077
H -3.926252 -0.351644 -1.507505 0.065 0.069 -0.093
H -2.094941 -1.769160 0.158870 0.046 0.038 0.117
H -2.474041 -1.258956 1.818417 0.003 -0.018 -0.077
H -3.846621 1.192500 1.192354 0.065 0.021 0.090
H -2.427513 1.219070 2.266456 -0.026 -0.040 -0.018
H -2.782040 2.810951 -0.319494 -0.073 0.039 -0.034
H -2.831272 3.463875 1.324820 -0.049 0.024 -0.029
H -0.576750 3.808475 0.230868 0.071 0.017 0.010
H -0.481041 2.801988 1.680349 0.056 0.017 0.076
H -0.730264 1.783350 -1.178778 0.015 -0.036 0.056
H 1.059610 1.395415 -2.390441 -0.007 -0.037 -0.008
H 1.716331 0.086474 -1.373042 -0.024 0.021 -0.054
H 3.543584 1.232794 -2.665454 0.004 0.039 -0.003
H 3.052038 2.776479 -1.951077 -0.044 -0.075 -0.075
H 5.811111 1.003828 1.192231 0.019 0.085 0.023
H 7.094912 -1.007962 1.494387 0.073 -0.032 0.053
H 8.252554 -4.393483 0.791386 0.010 0.078 0.057
H 7.402945 -3.310463 1.921096 0.024 0.012 -0.033
H 8.646675 -2.657057 0.817249 -0.031 -0.019 0.019
H 5.117177 -2.785865 -1.842968 -0.020 -0.097 -0.082
H 3.780620 -0.777817 -2.134969 -0.083 0.029 -0.047
H 4.018455 1.980567 1.398664 0.008 0.057 -0.041
H 3.339302 3.215457 0.317698 -0.008 -0.024 0.098
H 1.566586 2.113808 1.658635 0.000 -0.046 0.061
H 2.058856 0.526346 1.007020 -0.024 0.065 0.047
H -0.317757 -0.451636 -0.180042 0.027 -0.027 0.072
H -0.338460 0.269864 1.448992 0.007 -0.027 -0.032
H -4.651122 -2.039606 2.332565 0.045 -0.014 0.106
H -7.041628 -2.280985 1.767529 -0.091 -0.046 0.087
```
Forces are in eV/Å.

Kohn-Sham gap, eV: 8.00
SMILES: COc1ccc(CN2CCC[C@@H](N3CCN(c4ccc(OC)cc4)CC3)C2)cc1
Highest occupied orbital energy, Eh: -0.263

Löwdin population analysis, charges in e, atoms 1 to 4: atom 1 (C): -0.10, atom 2 (O): -0.09, atom 3 (C): -0.28, atom 4 (C): -0.02



# 4
Formula: C6H10
Source: the Open Molecules 2025 dataset
Level of theory: wB97M-V/def2-TZVPD

XYZ file:
```
16
Properties=species:S:1:pos:R:3:forces:R:3
C -0.163528 0.050031 -1.368524 -2.749 -0.804 -0.548
C -0.737430 0.024387 0.009797 1.501 1.428 2.654
C -0.857579 -1.411812 0.542117 0.133 0.198 0.308
C 0.320871 1.066507 1.331398 -1.287 -1.052 -1.115
C 1.466622 1.028834 0.514130 0.377 -0.198 -0.671
C 1.990301 0.770840 -0.556428 1.456 0.731 1.141
H -1.230667 -0.355078 -1.489147 0.528 -0.039 -1.931
H 0.464045 -0.761023 -1.754827 0.063 0.435 0.624
H -0.128019 0.977018 -1.943578 0.099 -0.164 0.404
H -1.626318 0.648762 0.071222 -0.128 -0.327 0.017
H -0.531496 -1.393051 1.578562 -0.114 -0.306 0.112
H -1.862149 -1.855657 0.512515 0.152 0.347 -0.093
H -0.184193 -2.093545 0.003873 -0.136 0.296 0.089
H -0.081029 2.080649 1.506696 -0.007 -0.568 -0.238
H 0.349129 0.492503 2.266056 0.027 0.109 -0.358
H 2.811445 0.730640 -1.223867 0.085 -0.084 -0.395
```
Forces are in eV/Å.

Kohn-Sham gap, eV: 9.63
Highest occupied orbital energy, Eh: -0.314

Löwdin population analysis, charges in e, atoms 1 to 4: atom 1 (C): -0.16, atom 2 (C): -0.31, atom 3 (C): -0.08, atom 4 (C): -0.09



The records above yield max |F| values of 0.10936, 0.14098, 0.00879, 0.06548 Eh/bohr, respectively.
The records above yield DFT total energy values of -92109.739, -136737.614, -33988.014, -6379.250 eV, respectively.